C4H2ClNOS as an isolated structure in a non-equilibrium geometry. Source: OMol25; level of theory: ωB97M-V/def2-TZVPD.

The geometry in XYZ format:
```
10
Properties=species:S:1:pos:R:3:forces:R:3:mulliken_charge:R:1
Cl -1.969386 1.870350 -1.736829 -0.221 0.399 -0.744 -0.1825
S 1.814055 0.323486 -0.956368 2.107 0.943 -0.080 -0.0117
O -1.906365 -0.313305 0.621354 -0.094 0.573 -0.472 -0.3330
N 0.544809 0.931911 -1.788856 -3.398 -0.404 0.701 -0.3811
C -1.308018 0.239490 -0.205696 -0.600 -2.707 2.922 0.5813
C -0.700127 0.745218 -1.232598 2.381 2.718 -3.339 0.2946
C 0.896625 -1.018039 1.376661 1.007 3.442 -0.712 -0.4424
C 1.153248 -0.674384 0.154738 -0.410 -2.321 -0.147 -0.1246
H 0.891222 -0.186379 2.058357 0.398 0.214 1.037 0.2749
H 0.583937 -1.918347 1.709238 -1.170 -2.857 0.833 0.3244
```
Positions in Å, forces in eV/Å.

Computed properties:
Largest force on an atom = 4.9 eV Å⁻¹
Charge = 0
<S²> = 2.02
HOMO-LUMO gap (spin up / spin down) = 6.392 / 7.869 eV
HOMO level (spin up / spin down) = -6.82 / -9.68 eV
Spin multiplicity = 3
Molar mass = 147.6 g/mol
E_tot = -31069.13142 eV